No. 1
A structure of composition C44H47BaN5O5P2S6Se, computed with the ωB97M-V functional and the def2-TZVPD basis.

Properties
Lowest unoccupied orbital energy: -0.92 eV
HOMO level: -6.706 eV
ΔE to the lowest compared entry with this formula, charge and spin: 0.00 kcal per mole
Molar mass: 1196.5 g mol⁻¹

Cartesian coordinates (Å):
1 Ba -0.0276 0.7198 0.6294
2 C 0.3202 -0.7146 5.0258
3 C 1.7312 -0.7503 4.4526
4 S 1.8336 -1.3615 2.7537
5 C 2.0537 -3.1414 2.9842
6 C 0.8670 -3.9716 3.4663
7 S -0.5290 -3.9517 2.3101
8 C -1.9410 -3.6525 3.4038
9 C -3.0550 -2.9520 2.6333
10 S -2.6758 -1.3008 1.9968
11 C -3.2397 -0.2062 3.3154
12 C -2.3664 -0.1518 4.5622
13 S -0.7191 0.5236 4.1957
14 H 0.3660 -0.4882 6.0927
15 H -0.1621 -1.6829 4.9021
16 H 2.3818 -1.3592 5.0842
17 H 2.1502 0.2566 4.4201
18 H 2.8842 -3.2794 3.6808
19 H 2.3980 -3.5080 2.0134
20 H 0.5186 -3.6213 4.4371
21 H 1.2008 -5.0020 3.5992
22 H -1.6100 -3.0386 4.2394
23 H -2.3104 -4.5997 3.8012
24 H -3.9445 -2.8700 3.2616
25 H -3.3402 -3.5487 1.7647
26 H -4.2690 -0.4630 3.5752
27 H -3.2634 0.7766 2.8378
28 H -2.2525 -1.1409 5.0062
29 H -2.8504 0.4817 5.3073
30 C -3.3164 -2.1036 -3.8608
31 P -2.0528 -2.1232 -2.5256
32 C -2.5084 -3.7411 -1.7618
33 C -0.5338 -2.5258 -3.5028
34 C -0.3083 -3.7626 -4.0968
35 C 0.8898 -4.0450 -4.7366
36 C 1.8770 -3.0738 -4.7981
37 C 1.6486 -1.8155 -4.2581
38 C 0.4451 -1.5184 -3.6208
39 P 0.1113 0.1321 -2.8804
40 C -1.2446 0.8275 -3.9078
41 C 1.4990 1.1514 -3.5298
42 H -3.3741 -3.0552 -4.3931
43 H -3.0796 -1.3139 -4.5744
44 H -4.2815 -1.8750 -3.4072
45 H -2.3757 -4.6004 -2.4203
46 H -3.5672 -3.6626 -1.5066
47 H -1.9651 -3.9171 -0.8324
48 H -1.0689 -4.5330 -4.0392
49 H 1.0551 -5.0192 -5.1794
50 H 2.8204 -3.2867 -5.2853
51 H 2.4169 -1.0584 -4.3496
52 H -1.1464 0.5655 -4.9627
53 H -1.1916 1.9123 -3.7999
54 H -2.2118 0.4976 -3.5307
55 H 1.5674 1.1424 -4.6199
56 H 2.4502 0.8320 -3.1023
57 H 1.3187 2.1757 -3.1986
58 Se 7.1419 -3.6175 -1.6035
59 N 6.8613 -1.9137 -1.1762
60 C 5.5784 -1.7705 -0.9829
61 C 4.9448 -0.4986 -0.6486
62 C 5.6636 0.6895 -0.5242
63 C 4.9790 1.8535 -0.2644
64 C 3.5915 1.7990 -0.1351
65 N 2.8951 0.6759 -0.2409
66 C 3.5594 -0.4589 -0.4813
67 C 2.7538 -1.6869 -0.5950
68 N 1.4452 -1.5703 -0.3464
69 C 0.6796 -2.6395 -0.4791
70 C 1.1620 -3.8925 -0.8542
71 C 2.5111 -4.0257 -1.0838
72 C 3.3330 -2.9059 -0.9467
73 C 4.7762 -2.9611 -1.1530
74 N 5.4192 -4.0480 -1.4819
75 H 6.7390 0.6732 -0.6434
76 H 5.4918 2.7986 -0.1563
77 H 3.0293 2.7011 0.0705
78 H -0.3747 -2.4954 -0.2713
79 H 0.4814 -4.7267 -0.9523
80 H 2.9517 -4.9718 -1.3700
81 O 0.9410 8.6014 0.5252
82 C 1.3686 8.1489 1.7332
83 O 1.6392 8.9453 2.5900
84 C 1.4745 6.6755 1.9029
85 C 2.1253 6.1930 3.0406
86 C 2.2626 4.8401 3.2624
87 C 1.7498 3.8906 2.3599
88 S 1.9647 2.1826 2.6483
89 C 1.0886 4.3890 1.2274
90 C 0.9525 5.7477 1.0059
91 H 0.8414 7.8627 -0.0845
92 H 2.5215 6.9112 3.7464
93 H 2.7722 4.4840 4.1482
94 H 0.6430 3.7111 0.5093
95 H 0.3962 6.0530 0.1244
96 O -4.5540 -0.2607 -1.4840
97 C -4.0490 0.7626 -1.0618
98 N -2.8285 0.8881 -0.4625
99 S -2.5034 2.3859 -0.0712
100 O -1.3058 2.8354 -0.7784
101 O -2.3053 2.4957 1.3661
102 C -3.9774 3.1417 -0.6586
103 C -4.3920 4.4576 -0.6490
104 C -5.6343 4.7273 -1.2109
105 C -6.4095 3.7043 -1.7525
106 C -5.9678 2.3861 -1.7463
107 C -4.7342 2.1142 -1.1878
108 H -3.7800 5.2412 -0.2231
109 H -6.0032 5.7442 -1.2275
110 H -7.3728 3.9439 -2.1837
111 H -6.5604 1.5808 -2.1597

Results of the Mulliken charge analysis, in e, for atoms 1 through 2: 0.18 0.30

No. 2
A structure of composition C44H48AsFeN4O5S at a distorted geometry, computed with the ωB97M-V functional and the def2-TZVPD basis.

Properties
Lowest unoccupied orbital energy (alpha / beta): 2.29 / 1.27 eV
HOMO level (alpha / beta): -2.451 / -5.440 eV
Molar mass: 875.7 g mol⁻¹
Charge: -1
Multiplicity: 5

Cartesian coordinates (Å):
1 Fe 0.0789 0.3520 0.3455
2 N -1.2374 -0.4838 -1.1503
3 C -2.0622 -1.6438 -0.7995
4 C -2.8623 -1.3761 0.4700
5 C -1.9954 -1.2872 1.7610
6 O -2.5695 -1.4086 2.8375
7 O -0.7502 -1.0882 1.6156
8 H -1.8689 0.3324 -1.1918
9 H -0.8280 -0.6030 -2.0727
10 H -1.4096 -2.5152 -0.6495
11 H -2.7683 -1.8695 -1.6153
12 H -3.6126 -2.1550 0.6275
13 H -3.3884 -0.4235 0.3547
14 C 0.4530 2.8443 3.5620
15 C 1.5071 3.6897 3.1662
16 C 2.2701 3.3334 2.0914
17 C 2.0003 2.1384 1.3836
18 N 0.9393 1.3461 1.7684
19 C 0.2164 1.7092 2.8215
20 C 2.7491 1.6966 0.2635
21 C 4.0591 2.1498 -0.0325
22 C 4.7538 1.6184 -1.0803
23 C 4.1435 0.6297 -1.8694
24 C 2.8520 0.2480 -1.5424
25 N 2.1648 0.7256 -0.5273
26 H -0.1695 3.0934 4.4043
27 H 1.6896 4.6114 3.7003
28 H 3.0555 3.9864 1.7414
29 H -0.5910 1.0368 3.0772
30 H 4.5197 2.8895 0.6035
31 H 5.7598 1.9434 -1.3098
32 H 4.6558 0.1781 -2.7035
33 H 2.7914 -1.5679 -2.4191
34 C -0.6319 -8.5415 -3.3393
35 C -0.1297 -7.2876 -2.6864
36 C 0.6231 -7.3260 -1.5234
37 C 1.0728 -6.1634 -0.9166
38 C 1.8793 -6.2606 0.3451
39 C 0.7828 -4.9089 -1.4730
40 As 1.2707 -3.2583 -0.4648
41 N 2.2060 -0.7398 -2.3557
42 C 1.7778 -0.3068 -3.6080
43 C 2.0478 -1.0576 -4.7537
44 C 1.6179 -0.6222 -5.9922
45 C 0.9446 0.5811 -6.1154
46 C 0.6650 1.3274 -4.9788
47 C 1.0594 0.8849 -3.7320
48 C 3.1948 -3.1692 -0.7118
49 C 3.8485 -2.3069 0.1991
50 C 3.1256 -1.7906 1.4032
51 C 5.1583 -1.9161 -0.0060
52 C 5.8886 -2.3690 -1.0938
53 C 7.2948 -1.9166 -1.3384
54 C 5.2721 -3.2599 -1.9591
55 C 3.9558 -3.6591 -1.7962
56 C 3.3985 -4.5811 -2.8440
57 C 0.0239 -4.8718 -2.6483
58 C -0.3147 -3.5762 -3.3318
59 C -0.4171 -6.0492 -3.2372
60 H -0.1821 -9.4236 -2.8883
61 H -0.3979 -8.5300 -4.4030
62 H -1.7152 -8.6141 -3.2351
63 H 0.8510 -8.2837 -1.0697
64 H 1.9988 -7.2958 0.6603
65 H 1.3865 -5.7064 1.1468
66 H 2.8688 -5.8231 0.2052
67 H 2.6125 -1.9784 -4.6730
68 H 1.8332 -1.2183 -6.8699
69 H 0.6355 0.9307 -7.0904
70 H 0.1424 2.2695 -5.0626
71 H 0.8270 1.4492 -2.8397
72 H 2.2816 -1.1476 1.1192
73 H 3.7991 -1.2107 2.0318
74 H 2.7192 -2.6175 1.9905
75 H 5.6162 -1.2221 0.6865
76 H 7.5462 -1.0759 -0.6998
77 H 7.4291 -1.6083 -2.3732
78 H 8.0026 -2.7211 -1.1395
79 H 5.8364 -3.6396 -2.8034
80 H 4.1389 -4.7508 -3.6258
81 H 2.5026 -4.1675 -3.3041
82 H 3.1343 -5.5480 -2.4199
83 H 0.2681 -2.7517 -2.9167
84 H -1.3741 -3.3553 -3.2006
85 H -0.1207 -3.6445 -4.4037
86 H -1.0036 -5.9971 -4.1463
87 C -3.3531 4.3431 5.4331
88 C -3.0884 3.9119 4.0188
89 C -2.4350 4.7717 3.1418
90 C -2.1968 4.3857 1.8364
91 C -2.6170 3.1482 1.4000
92 C -3.2726 2.2820 2.2498
93 C -3.5044 2.6664 3.5615
94 S -2.1423 2.7309 -0.2697
95 O -2.9914 1.6299 -0.7245
96 O -2.2549 3.9327 -1.0662
97 O -0.7367 2.2901 -0.1157
98 H -2.6675 5.1380 5.7198
99 H -3.2370 3.5117 6.1252
100 H -4.3725 4.7221 5.5296
101 H -2.1019 5.7392 3.4923
102 H -1.6911 5.0195 1.1264
103 H -3.5983 1.3149 1.9018
104 H -3.9992 1.9849 4.2400

Results of the Mulliken charge analysis, in e, for atoms 1 through 2: 0.65 -0.11

Question: Number 1 is which compound?
Answer: C44H47BaN5O5P2S6Se